ORCA calculation (ωB97M-V/def2-TZVPD) on C35H32IrO5PS2 as an isolated structure at a distorted geometry.

DFT total energy in eV: -80851.358
⟨S²⟩: 0.78
Multiplicity: 2
LUMO level (alpha / beta) in eV: 1.4682 / 1.2177
Charge: -1

Last column: Löwdin charge in e.
CARTESIAN COORDINATES (ANGSTROEM)
Ir: -1.4869 0.3641 0.2021  0.96
O: -5.0102 2.2483 1.9659  0.04
C: -4.0784 1.4723 1.8606  -0.64
O: -3.5298 1.0566 0.8220  -0.14
C: -3.5662 0.8320 3.2269  -0.11
C: -3.1956 -0.6508 3.0548  -0.28
C: -3.1526 -1.3114 4.4499  -0.10
C: -1.8452 -0.7229 5.0069  -0.10
C: -1.3848 0.1386 3.8159  -0.28
O: -1.8246 -0.6101 2.6964  -0.18
C: -2.2488 1.4041 3.7508  -0.11
C: -1.5290 2.4588 2.7966  -0.63
O: -1.5873 3.6171 3.1735  0.04
O: -0.9034 1.9712 1.8352  -0.10
H: -4.3871 0.9818 3.9298  0.14
H: -3.7700 -1.1947 2.3060  0.15
H: -3.0877 -2.3946 4.3414  0.11
H: -4.0245 -1.0663 5.0540  0.11
H: -1.1131 -1.5017 5.2197  0.11
H: -1.9882 -0.1255 5.9048  0.11
H: -0.3141 0.3145 3.7608  0.13
H: -2.3698 1.8951 4.7166  0.14
C: 1.7865 -0.7099 2.3161  -0.05
C: 2.9008 -0.5915 1.3292  -0.26
C: 4.2012 -0.9647 1.6596  -0.04
C: 5.2430 -0.8058 0.7632  -0.08
C: 4.9976 -0.2737 -0.4921  -0.08
C: 3.7098 0.0842 -0.8370  -0.10
C: 2.6579 -0.0628 0.0649  -0.30
P: 0.9869 0.4885 -0.4940  1.09
C: 1.1369 -0.5240 -2.0380  -0.31
C: 1.2039 -1.8761 -1.6970  -0.14
C: 1.3667 -2.8559 -2.6519  -0.08
C: 1.4387 -2.4898 -3.9853  -0.08
C: 1.3686 -1.1540 -4.3352  -0.05
C: 1.2350 -0.1519 -3.3782  -0.27
C: 1.2383 1.2862 -3.7955  -0.04
C: 1.2512 2.2784 -0.5961  -0.30
C: 2.4132 2.9175 -0.1761  -0.08
C: 2.4192 4.2712 0.1163  -0.08
C: 1.2262 4.9912 0.0905  -0.07
C: 0.0571 4.3724 -0.2773  -0.02
C: 0.0441 3.0301 -0.6991  -0.34
C: -1.1300 2.4166 -1.1929  -0.12
H: 1.9700 -1.4997 3.0412  0.09
H: 0.8381 -0.8957 1.8097  0.03
H: 1.6968 0.2380 2.8469  0.09
H: 4.4027 -1.3836 2.6370  0.11
H: 6.2487 -1.0934 1.0429  0.10
H: 5.8087 -0.1329 -1.1940  0.10
H: 3.5149 0.4911 -1.8185  0.11
H: 1.1374 -2.1539 -0.6517  0.08
H: 1.4286 -3.8944 -2.3614  0.11
H: 1.5539 -3.2438 -4.7506  0.10
H: 1.4263 -0.8772 -5.3811  0.11
H: 1.3409 1.3799 -4.8745  0.08
H: 2.0605 1.8204 -3.3211  0.08
H: 0.3162 1.7729 -3.4897  0.06
H: 3.3279 2.3552 -0.0553  0.09
H: 3.3353 4.7556 0.4305  0.10
H: 1.2205 6.0353 0.3740  0.10
H: -0.8790 4.9099 -0.2649  0.12
H: -1.0236 1.8314 -2.0942  -0.05
H: -2.0460 2.9886 -1.1624  0.08
S: -1.5847 -2.2146 0.0695  0.63
C: -1.7937 -2.6812 -1.5835  -0.72
C: -1.6077 -4.0184 -1.9471  -0.16
C: -1.7097 -4.4148 -3.2604  -0.12
C: -2.0020 -3.4832 -4.2552  -0.12
C: -2.2275 -2.1718 -3.9161  -0.14
C: -2.1475 -1.7531 -2.5835  -0.71
S: -2.5115 -0.1119 -2.2231  0.72
H: -1.3764 -4.7328 -1.1714  0.09
H: -1.5562 -5.4513 -3.5250  0.09
H: -2.0484 -3.7892 -5.2904  0.09
H: -2.4707 -1.4310 -4.6630  0.09